Formula: C9H6Cl4
Source: the Open Molecules 2025 dataset
Level of theory: the ωB97M-V functional and the def2-TZVPD basis

## Properties
energy above the lowest of the compared OMol25 structures with the same formula, charge and spin: 25.61 kJ/mol
E_HOMO (spin up / spin down): -8.37 / -8.99 eV
HOMO-LUMO gap (spin up / spin down): 7.81 / 8.36 eV
LUMO level (spin up / spin down): -0.0205 / -0.0232 Ha

The geometry in XYZ format:
```
19
C9H6Cl4 the ωB97M-V functional and the def2-TZVPD basis
C 1.237 -2.010 0.887
C 0.175 -2.486 0.189
C 1.422 -0.663 0.975
C -0.691 -1.686 -0.575
C 0.565 0.230 0.295
C -0.446 -0.264 -0.486
C -0.694 2.444 0.337
C 0.645 1.783 0.335
C -1.391 0.474 -1.218
Cl 1.570 2.152 1.868
Cl 1.513 2.318 -1.087
Cl -3.089 0.150 -1.087
Cl -0.889 0.911 -2.801
H 1.638 -2.652 1.593
H 0.192 -3.608 -0.068
H 2.200 -0.267 1.552
H -1.494 -2.000 -1.173
H -1.552 1.860 0.757
H -0.911 3.316 -0.292
```

---

Formula: C64H63AlB2F10NO3
Source: the Open Molecules 2025 dataset
Level of theory: the ωB97M-V functional and the def2-TZVPD basis

## Properties
E_HOMO: -3.99 eV
total charge: -1
HOMO-LUMO gap: 5.82 eV
LUMO level: 0.0672 Ha

The geometry in XYZ format:
```
144
C64H63AlB2F10NO3 the ωB97M-V functional and the def2-TZVPD basis
C 2.132 4.411 -3.146
C 1.436 3.857 -1.892
B -0.037 3.308 -2.146
O -0.085 1.912 -2.424
Al -1.851 4.404 -2.086
C -3.165 3.461 -3.417
C -4.379 2.925 -2.769
O -4.860 3.332 -1.762
B -1.710 6.423 -2.722
N -2.525 7.418 -2.048
O -0.927 6.935 -3.800
H 2.215 3.677 -3.937
H 3.159 4.658 -2.876
H 1.697 5.335 -3.502
H 1.488 4.619 -1.117
H 2.035 3.013 -1.544
H -0.665 1.490 -1.781
H -2.550 4.370 -0.626
H -2.679 2.630 -3.930
H -3.489 4.166 -4.183
H -4.900 2.063 -3.259
H -2.618 7.228 -1.061
H -2.211 8.368 -2.224
H -1.542 7.387 -4.396
F -2.775 -1.893 0.468
C -3.879 -1.164 0.749
C -4.671 -1.543 1.817
C -5.803 -0.797 2.111
C -6.121 0.304 1.328
C -5.320 0.665 0.258
C -4.181 -0.069 -0.037
H -4.398 -2.401 2.401
H -6.432 -1.076 2.947
H -7.004 0.891 1.550
H -5.579 1.526 -0.347
H -3.535 0.203 -0.862
F -12.606 2.156 -0.782
C -11.271 2.327 -0.897
C -10.744 3.598 -0.775
C -9.370 3.770 -0.886
C -8.551 2.679 -1.131
C -9.102 1.412 -1.255
C -10.471 1.226 -1.131
H -11.402 4.438 -0.595
H -8.936 4.755 -0.782
H -7.480 2.817 -1.225
H -8.454 0.567 -1.451
H -10.917 0.243 -1.214
F 4.410 2.113 -1.032
C 4.412 0.829 -1.418
C 4.281 -0.161 -0.466
C 4.277 -1.489 -0.866
C 4.415 -1.810 -2.209
C 4.551 -0.800 -3.153
C 4.545 0.529 -2.759
H 4.182 0.110 0.578
H 4.168 -2.274 -0.129
H 4.415 -2.847 -2.520
H 4.661 -1.049 -4.200
H 4.639 1.331 -3.480
F -5.711 -4.033 2.759
C -5.081 -5.225 2.807
C -3.969 -5.426 2.013
C -3.318 -6.650 2.065
C -3.793 -7.653 2.901
C -4.915 -7.432 3.689
C -5.564 -6.207 3.647
H -3.621 -4.632 1.363
H -2.440 -6.820 1.453
H -3.287 -8.609 2.938
H -5.286 -8.215 4.336
H -6.435 -6.012 4.259
F -8.543 7.721 -1.089
C -7.849 7.634 -2.245
C -7.889 8.691 -3.132
C -7.171 8.599 -4.316
C -6.435 7.455 -4.598
C -6.413 6.402 -3.694
C -7.121 6.493 -2.506
H -8.474 9.570 -2.895
H -7.185 9.422 -5.018
H -5.877 7.386 -5.523
H -5.842 5.509 -3.910
H -7.105 5.686 -1.786
F 8.513 -2.109 -1.054
C 8.646 -1.115 -0.149
C 9.893 -0.854 0.383
C 10.026 0.172 1.309
C 8.917 0.911 1.696
C 7.670 0.627 1.150
C 7.531 -0.389 0.217
H 10.745 -1.446 0.073
H 10.999 0.394 1.729
H 9.020 1.703 2.412
H 6.803 1.200 1.451
H 6.571 -0.619 -0.224
F 9.386 -7.225 -5.925
C 9.533 -6.234 -5.022
C 10.786 -5.981 -4.501
C 10.934 -4.958 -3.575
C 9.833 -4.212 -3.178
C 8.581 -4.484 -3.711
C 8.427 -5.499 -4.644
H 11.630 -6.580 -4.819
H 11.911 -4.744 -3.163
H 9.949 -3.418 -2.454
H 7.723 -3.904 -3.398
H 7.461 -5.722 -5.077
F -4.464 4.930 7.290
C -4.652 4.144 6.207
C -5.068 2.841 6.390
C -5.264 2.037 5.276
C -5.036 2.540 4.003
C -4.613 3.853 3.840
C -4.424 4.665 4.949
H -5.233 2.465 7.391
H -5.596 1.014 5.402
H -5.186 1.910 3.137
H -4.430 4.244 2.848
H -4.102 5.693 4.843
F 10.344 1.998 4.014
C 10.793 1.188 4.996
C 10.393 -0.134 5.009
C 10.860 -0.963 6.018
C 11.707 -0.463 6.998
C 12.092 0.870 6.967
C 11.637 1.704 5.957
H 9.727 -0.502 4.240
H 10.562 -2.003 6.038
H 12.066 -1.113 7.785
H 12.749 1.262 7.733
H 11.932 2.744 5.911
F -0.705 -7.493 0.640
C -0.639 -8.774 0.225
C -0.830 -9.787 1.143
C -0.767 -11.104 0.713
C -0.505 -11.389 -0.620
C -0.311 -10.355 -1.527
C -0.382 -9.036 -1.105
H -1.025 -9.542 2.179
H -0.921 -11.908 1.419
H -0.452 -12.417 -0.952
H -0.103 -10.576 -2.565
H -0.242 -8.216 -1.797
```

---

Formula: C2H9N2O
Source: the Open Molecules 2025 dataset
Level of theory: the ωB97M-V functional and the def2-TZVPD basis

## Properties
energy above the lowest of the compared OMol25 structures with the same formula, charge and spin: 139.40 kJ/mol
E_HOMO: -15.49 eV
total charge: +1
HOMO-LUMO gap: 11.32 eV
LUMO level: -0.1532 Ha

The geometry in XYZ format:
```
14
C2H9N2O the ωB97M-V functional and the def2-TZVPD basis
C -0.023 1.749 -0.171
N 1.513 -1.568 -0.297
C 1.446 -0.224 -0.430
N 0.277 0.358 -0.453
H -0.307 2.253 -1.070
H -0.815 1.804 0.644
H 0.862 2.234 0.230
H 0.781 -1.891 0.365
H 2.327 -2.035 0.076
H 2.191 0.555 -0.263
H -0.546 -0.243 -0.428
H -2.299 -1.680 0.416
H -3.070 -0.603 1.002
O -2.337 -0.709 0.378
```

---

Formula: C5H10ClN
Source: the Open Molecules 2025 dataset
Level of theory: the ωB97M-V functional and the def2-TZVPD basis

## Properties
energy above the lowest of the compared OMol25 structures with the same formula, charge and spin: 399.57 kJ/mol
E_HOMO (spin up / spin down): -7.16 / -8.99 eV
HOMO-LUMO gap (spin up / spin down): 7.04 / 9.61 eV
LUMO level (spin up / spin down): -0.0042 / 0.0226 Ha

The geometry in XYZ format:
```
17
C5H10ClN the ωB97M-V functional and the def2-TZVPD basis
C -1.721 -0.280 -0.205
C -3.215 -0.388 0.065
C 2.222 -1.015 0.206
C 1.347 1.446 0.244
C 1.526 0.090 -0.351
N -0.803 -0.711 0.501
Cl 1.281 -0.006 -2.025
H -1.672 0.201 -1.186
H -3.297 -0.758 1.040
H -3.901 -0.791 -0.640
H -3.402 0.627 0.087
H 3.414 -1.001 -0.197
H 1.813 -2.050 -0.027
H 2.489 -0.842 1.284
H 0.754 2.060 -0.366
H 0.920 1.457 1.263
H 2.248 1.960 0.307
```

---

Formula: BrH2O2PS
Source: the Open Molecules 2025 dataset
Level of theory: the ωB97M-V functional and the def2-TZVPD basis

## Properties
energy above the lowest of the compared OMol25 structures with the same formula, charge and spin: 166.80 kJ/mol
E_HOMO: -10.19 eV
HOMO-LUMO gap: 8.48 eV
LUMO level: -0.0631 Ha

The geometry in XYZ format:
```
7
BrH2O2PS the ωB97M-V functional and the def2-TZVPD basis
O 3.200 2.175 0.549
P 3.524 1.719 -0.800
S 3.173 2.851 -2.371
Br 4.035 -0.475 -0.882
O 0.007 -0.372 -0.119
H -0.492 -1.097 0.158
H 0.427 -0.001 0.695
```

---

Formula: C19H22N2O3S
Source: the Open Molecules 2025 dataset
Level of theory: the ωB97M-V functional and the def2-TZVPD basis

## Properties
energy above the lowest of the compared OMol25 structures with the same formula, charge and spin: 92.88 kJ/mol
E_HOMO: -8.05 eV
HOMO-LUMO gap: 8.37 eV
LUMO level: 0.0116 Ha

The geometry in XYZ format:
```
47
C19H22N2O3S the ωB97M-V functional and the def2-TZVPD basis
C -0.611 3.781 -0.562
C -1.028 2.699 0.427
C -0.508 2.987 1.836
C -0.992 1.912 2.806
C -2.515 1.818 2.767
N -2.954 1.552 1.410
C -3.545 0.378 1.131
O -3.859 -0.421 1.998
C -3.884 0.059 -0.333
O -2.878 0.310 -1.288
C -1.687 -0.354 -1.188
C -0.747 -0.050 -2.173
C 0.493 -0.648 -2.162
C 0.829 -1.564 -1.165
N 2.103 -2.139 -1.210
C 2.674 -3.021 -0.338
O 2.143 -3.444 0.671
C 4.032 -3.444 -0.712
C 4.837 -3.150 -1.782
C 6.080 -3.806 -1.722
C 6.200 -4.587 -0.613
S 4.807 -4.540 0.380
C -0.109 -1.868 -0.185
C -1.358 -1.270 -0.197
C -2.558 2.580 0.477
H -1.017 4.747 -0.266
H 0.473 3.861 -0.599
H -0.973 3.545 -1.559
H -0.620 1.738 0.094
H 0.583 3.020 1.829
H -0.871 3.965 2.163
H -0.668 2.142 3.822
H -0.568 0.946 2.523
H -2.877 1.006 3.399
H -2.961 2.761 3.103
H -4.193 -0.994 -0.357
H -4.733 0.676 -0.643
H -1.013 0.660 -2.940
H 1.211 -0.403 -2.932
H 2.661 -1.853 -2.001
H 4.569 -2.494 -2.593
H 6.846 -3.703 -2.470
H 7.037 -5.191 -0.324
H 0.140 -2.574 0.589
H -2.059 -1.530 0.579
H -2.951 2.371 -0.515
H -2.980 3.533 0.824
```